This record from the OMol25 dataset describes a structure of composition C22H14BrClF6MgO5S at a distorted geometry. The level of theory is wB97M-V/def2-TZVPD.

The geometry in XYZ format:
```
51
Properties=species:S:1:pos:R:3:forces:R:3:mulliken_charge:R:1
C 5.6707 0.4914 1.2236 0.9213 -0.4846 -0.7041 -0.86
C 5.5076 -0.4278 -0.0289 -0.4007 -0.3719 1.1691 -0.04
Br 6.4330 -2.1386 0.3405 -0.1403 0.3641 -0.1341 -0.09
C 4.0296 -0.8042 -0.2602 0.7234 -0.4223 -1.2405 -1.31
C 3.1929 0.2702 -0.9260 0.0701 0.1315 1.1408 0.82
C 3.5922 0.9306 -2.0636 0.4537 0.0915 -0.6369 0.30
F 4.7625 0.6577 -2.6348 0.0124 -0.2647 0.1681 -0.38
C 2.8224 1.9010 -2.6879 -0.3294 0.8698 -0.8391 0.00
Cl 3.4059 2.7149 -4.0824 0.0169 -0.3780 0.3573 -0.10
C 1.5579 2.2541 -2.2133 0.6319 0.1310 -0.1503 -0.93
C 1.1421 1.6092 -1.0901 -1.5166 -0.3043 0.7286 0.26
C 1.9278 0.6457 -0.4414 0.4331 -0.3990 0.6693 0.11
C 1.3644 0.0512 0.7657 -1.0192 0.4859 -1.0625 0.67
O 2.0583 -0.1335 1.8233 -0.0528 -0.1777 0.5920 -0.88
C -0.0722 -0.2964 0.7063 1.2199 0.3151 0.3038 0.89
C -0.5417 -1.4918 1.2430 -0.0390 0.2786 0.1661 -0.85
C -1.8935 -1.7863 1.1099 0.3460 -0.2985 1.0069 0.17
C -2.4517 -3.0829 1.6263 0.7627 -1.4245 -2.2398 -1.46
C -2.4241 -4.0176 0.3404 -1.8350 0.5815 0.7134 -0.07
C -3.8248 -4.2808 -0.3336 4.2406 1.4176 1.4426 -0.57
O -3.0598 -5.2420 0.4647 -0.5903 0.5719 -0.8335 -0.38
C -2.6965 -0.8637 0.4543 -1.2757 -0.0760 -0.3418 -0.37
C -2.2303 0.3244 -0.0751 0.2965 0.6605 0.8918 0.09
S -3.3410 1.4308 -0.9571 -0.5859 -1.1997 -3.3321 1.44
O -2.6696 1.7937 -2.1689 1.1902 0.9323 0.6824 -0.65
O -4.5416 0.7140 -1.2543 -0.5355 -0.1309 1.7098 -0.69
C -3.6798 2.9559 0.0779 -0.5319 -0.3549 0.5660 0.71
F -2.9395 2.8214 1.2017 -0.1657 0.2605 -0.1165 -0.26
F -3.3606 4.0344 -0.6110 0.3519 -0.2029 0.1207 -0.23
C -5.1946 3.0781 0.4694 0.2943 0.0402 -0.3584 0.64
F -5.2868 4.1151 1.2987 -0.1808 -0.2245 -0.0489 -0.23
F -5.8959 3.3073 -0.6318 0.0156 0.0216 0.2382 -0.21
F -5.6414 1.9747 1.0616 0.1794 0.2015 0.1430 -0.20
C -0.8874 0.6276 0.0581 0.2134 0.5024 -0.5238 0.24
C -0.2160 1.8844 -0.4753 -0.2329 0.5130 -0.0456 -0.49
O -0.6869 2.9941 -0.3740 0.4495 -1.0575 -0.2319 -0.45
H 6.2555 1.3679 0.9214 -0.4497 0.1321 0.3902 0.32
H 4.6989 0.7758 1.6763 0.0904 0.1235 -0.2544 -0.15
H 6.2774 -0.0488 1.9567 -0.2306 0.2691 0.0615 0.45
H 6.0140 -0.0216 -0.9021 -0.2222 -0.0553 0.1602 0.55
H 3.6321 -1.1682 0.6870 -0.0535 0.1542 -0.2994 0.44
H 4.0246 -1.6724 -0.9402 -0.0525 0.2440 0.1401 0.52
H 0.9748 3.0129 -2.7275 -0.0089 -0.1461 0.2066 0.68
H 0.1661 -2.1617 1.7299 -0.3151 -0.0365 -0.0508 0.45
H -3.4962 -3.0384 1.9374 0.3222 0.1318 0.3696 0.53
H -1.7889 -3.6159 2.3154 -0.2616 0.5911 0.4345 0.32
H -1.5538 -3.9249 -0.3210 -0.1090 -0.3133 0.3442 0.56
H -3.4760 -4.1340 -1.3533 -1.5096 -0.8965 -0.4213 0.32
H -4.4602 -3.6105 0.2333 -0.9559 -0.7123 -0.6107 0.25
H -3.7568 -1.0888 0.3205 0.1865 0.0873 0.0720 0.66
Mg 2.5569 0.3125 3.5106 0.1783 -0.1719 -0.5128 1.46
```
Forces are in eV/Å.

Results
HOMO energy   -14.6 eV
Electronic energy   -148406.828 eV
Net charge   +2
LUMO level   -11.69 eV
Kohn-Sham gap   2.88 eV